# 1
This record from the OMol25 dataset describes an isolated molecule of C9H13N5. The level of theory is wB97M-V/def2-TZVPD.

XYZ file:
```
27
Properties=species:S:1:pos:R:3:mulliken_charge:R:1
C -1.323 0.594 2.616 -0.320
C -2.222 0.360 1.678 -0.261
C -3.343 -0.023 0.579 -0.382
C -2.856 0.441 -0.891 -0.568
C -2.215 -0.831 -1.658 -0.649
C -0.627 -0.920 -1.252 0.464
N 0.232 -0.285 -2.152 -0.285
N 1.494 -0.316 -1.805 -0.231
C 1.738 -0.980 -0.598 0.303
N 3.184 -0.973 -0.170 -0.255
C 3.644 0.412 0.171 -0.485
C 2.501 1.392 0.757 -0.806
N 0.882 -1.652 0.282 -0.413
N -0.378 -1.619 -0.068 -0.133
H -0.883 0.827 3.662 0.332
H -4.338 0.478 0.895 0.317
H -3.473 -1.178 0.604 0.277
H -2.031 1.248 -0.741 0.364
H -3.708 0.913 -1.506 0.306
H -2.709 -1.837 -1.333 0.386
H -2.332 -0.707 -2.808 0.300
H 3.312 -1.635 0.614 0.352
H 4.432 0.292 1.025 0.334
H 4.196 0.937 -0.690 0.239
H 3.051 2.370 1.084 0.358
H 2.037 0.971 1.735 0.197
H 1.713 1.726 -0.012 0.259
```

Summary:
M ... 191.2 g mol⁻¹
Total charge ... 0
SMILES ... C#CCCCc1nnc(NCC)nn1
Highest occupied orbital energy ... -9.256 eV
Calculated total energy ... -624.2616 Ha
Energy above the lowest of the compared OMol25 structures with the same formula, charge and spin ... 675.6 kJ/mol
Frontier orbital gap ... 8.61 eV
E_LUMO ... -0.65 eV

---

# 2
This record from the OMol25 dataset describes an isolated molecule of C9H13N5. The level of theory is wB97M-V/def2-TZVPD.

XYZ file:
```
27
Properties=species:S:1:pos:R:3:mulliken_charge:R:1
C -1.428 -2.589 3.099 -0.181
C -0.977 -2.316 1.843 -0.575
C -1.686 -1.704 4.188 -0.171
C -0.597 -1.132 1.257 0.693
C -1.490 1.444 2.823 0.521
C 0.460 -0.758 -2.379 -1.378
C 2.365 0.381 -1.193 -1.413
C -1.589 3.092 1.027 -0.474
C 0.864 0.433 -1.506 0.456
N -1.661 -0.421 4.270 -0.903
N -0.178 -0.476 0.364 0.578
N -1.516 2.549 2.340 -0.414
N -1.302 0.329 3.251 0.188
N 0.107 0.528 -0.283 -1.001
H -1.628 -3.632 3.309 0.289
H -0.850 -3.169 1.176 0.304
H -1.979 -2.172 5.121 0.349
H 1.053 -0.765 -3.291 0.415
H 0.640 -1.690 -1.847 0.323
H -0.593 -0.706 -2.648 0.360
H 2.615 -0.566 -0.714 0.311
H 2.645 1.192 -0.524 0.374
H 2.942 0.467 -2.110 0.397
H -1.192 2.401 0.276 0.133
H -1.005 4.014 1.019 0.240
H -2.627 3.340 0.790 0.292
H 0.649 1.369 -2.040 0.287
```

Summary:
M ... 191.2 g mol⁻¹
Total charge ... 0
Highest occupied orbital energy (alpha / beta) ... -7.323 / -7.321 eV
Calculated total energy ... -624.3108 Ha
Energy above the lowest of the compared OMol25 structures with the same formula, charge and spin ... 546.5 kJ/mol
Frontier orbital gap (alpha / beta) ... 7.06 / 7.05 eV
E_LUMO (alpha / beta) ... -0.27 / -0.27 eV